The following is a quantum chemistry calculation of C40H43FIN5O3Sr as an isolated structure, from OMol25.

ORCA input file:
```
! wB97M-V def2-TZVPD RIJCOSX def2/J DEFGRID3
* xyz 0 1
Sr -0.4067 0.0659 -0.1772
C -2.5121 1.6158 3.5826
C -1.0926 1.4743 4.0267
N -0.7271 1.9953 5.1728
C 0.5546 1.8919 5.5694
C 1.5437 1.3064 4.8197
C 2.9499 1.3180 5.3395
O 3.7599 2.1844 4.5272
C 1.1958 0.7595 3.5575
C 2.2469 0.3395 2.6770
N 2.1951 0.1548 1.3952
C 3.4586 0.1377 0.7606
C 4.4683 1.0275 1.1438
C 5.6707 1.0849 0.4559
C 5.8884 0.2666 -0.6399
C 4.8932 -0.6095 -1.0462
C 3.6913 -0.6683 -0.3579
I 2.2370 -1.9771 -1.0464
C -0.1709 0.7774 3.1650
O -0.5734 0.2126 2.1006
H -3.0402 2.2810 4.2618
H -3.0158 0.6482 3.5610
H -2.5578 2.0031 2.5616
H 0.7903 2.3286 6.5347
H 3.3775 0.3087 5.3375
H 2.9386 1.6726 6.3722
H 4.5548 2.4017 5.0235
H 3.2185 0.2722 3.1681
H 4.2979 1.6961 1.9790
H 6.4344 1.7826 0.7763
H 6.8222 0.3121 -1.1849
H 5.0550 -1.2449 -1.9072
C -4.3418 -0.4823 0.8272
C -4.0556 -1.9567 1.1110
C -2.9404 -2.1306 2.1412
C -3.8048 -2.8786 -0.0720
C -4.4385 -4.1187 -0.0029
C -4.2475 -5.0887 -0.9651
C -3.3870 -4.8211 -2.0122
C -2.7375 -3.5959 -2.1333
C -1.7597 -3.4832 -3.2962
C -2.0054 -2.3898 -4.3352
C -0.3340 -3.3899 -2.7640
C -2.9538 -2.5924 -1.1593
N -2.3938 -1.2886 -1.3241
C -3.1735 -0.5235 -2.1407
C -4.4593 -0.8517 -2.6500
C -5.1609 -0.0125 -3.4986
C -4.6562 1.2123 -3.9115
C -3.4039 1.5890 -3.4362
C -2.7461 0.7356 -2.5918
F -1.4806 1.1415 -2.1619
H -4.8026 -0.0316 1.7093
H -5.0220 -0.3516 -0.0149
H -3.4360 0.0823 0.6073
H -4.9653 -2.3482 1.5776
H -1.9862 -1.7552 1.7740
H -2.8120 -3.1824 2.4026
H -3.1622 -1.5740 3.0549
H -5.1002 -4.3162 0.8336
H -4.7563 -6.0424 -0.8999
H -3.2119 -5.5781 -2.7688
H -1.8428 -4.4352 -3.8281
H -1.7168 -1.4061 -3.9644
H -3.0520 -2.3323 -4.6328
H -1.4080 -2.6030 -5.2258
H -0.2659 -2.4795 -2.1682
H 0.3909 -3.3325 -3.5805
H -0.0846 -4.2426 -2.1292
H -4.9043 -1.7988 -2.3758
H -6.1346 -0.3389 -3.8451
H -5.2135 1.8572 -4.5765
H -2.9321 2.5257 -3.7039
C -1.3912 4.7860 0.3791
C -0.3827 3.6747 0.2440
O -0.7146 2.4962 0.2355
N 0.9089 4.0500 0.1164
C 1.9791 3.0634 0.0917
C 2.2273 2.4905 -1.2847
C 3.2344 2.9956 -2.0972
C 3.3892 2.4917 -3.3778
C 2.5174 1.5074 -3.8128
C 1.5519 1.0509 -2.9319
N 1.4117 1.5091 -1.6873
H -2.3445 4.3503 0.6631
H -1.5073 5.2930 -0.5803
H -1.0840 5.5230 1.1202
H 1.1257 5.0300 0.0666
H 1.6908 2.2585 0.7649
H 2.8855 3.5177 0.4897
H 3.8885 3.7685 -1.7148
H 4.1721 2.8650 -4.0250
H 2.5803 1.0881 -4.8071
H 0.8575 0.2742 -3.2360
*
```

Values from the calculation:
HOMO level	-6.428	eV
HOMO-LUMO gap	6.39	eV
energy relative to the best compared isomer or geometry (same formula, charge and spin)	86.5	kJ/mol
M	875.34	g mol⁻¹

Results of the Mulliken charge analysis, in e, for atoms 1 through 8: number 1, Sr, carries 1.73; number 2, C, carries -0.65; number 3, C, carries 0.62; number 4, N, carries -0.71; number 5, C, carries -1.10; number 6, C, carries 1.07; number 7, C, carries -1.08; number 8, O, carries -0.49

***

The following is a quantum chemistry calculation of C40H43InN3O3PS5Se2Si as an isolated structure in a non-equilibrium geometry, from OMol25.

ORCA input file:
```
! wB97M-V def2-TZVPD RIJCOSX def2/J DEFGRID3
* xyz -2 1
In 0.3942 -0.2200 0.6460
O 0.3760 4.5567 1.7426
C 0.4375 3.3572 2.5262
C -0.9445 2.6715 2.7377
C -1.8681 3.6187 3.6000
O -2.1271 4.8842 3.0228
C -0.7744 1.4032 3.6117
Se 0.8004 0.1739 3.2113
C -1.6782 2.4116 1.3982
Se -0.5401 2.0253 -0.2317
H 0.3241 4.2806 0.7847
H 0.8285 3.6457 3.5043
H 1.1389 2.6369 2.0888
H -1.4224 3.7507 4.6047
H -2.8272 3.1153 3.7936
H -1.3457 5.1012 2.4478
H -1.6480 0.7659 3.5758
H -0.5615 1.6765 4.6568
H -2.2449 3.3044 1.1085
H -2.3754 1.5756 1.5001
C 0.8227 -2.5095 -3.5064
Si -0.0265 -2.4022 -1.8544
C -1.4022 -1.1784 -2.0298
C -0.6265 -4.0473 -1.2658
N 1.1152 -1.7991 -0.5956
C 2.4419 -2.1672 -0.5527
C 2.9662 -3.2994 -1.2139
C 4.3247 -3.5814 -1.2325
C 5.2199 -2.7839 -0.5440
C 4.7427 -1.6832 0.1826
C 3.3857 -1.3847 0.1764
O 2.8889 -0.2702 0.8915
C 3.7569 0.8128 1.1637
C 4.3403 1.5218 0.1232
C 5.2450 2.5516 0.3764
C 5.5252 2.8951 1.6988
C 5.0070 2.1432 2.7392
C 4.1347 1.0827 2.4717
H 0.0869 -2.7251 -4.2782
H 1.5861 -3.2719 -3.5726
H 1.2757 -1.5505 -3.7335
H -2.0300 -1.5590 -2.8300
H -1.0491 -0.2030 -2.3225
H -2.0330 -1.0942 -1.1532
H -1.5626 -4.2795 -1.7527
H -0.8306 -3.9790 -0.1916
H 0.0924 -4.8331 -1.4373
H 2.2848 -3.9990 -1.6600
H 4.7060 -4.4263 -1.7950
H 6.2737 -3.0305 -0.5495
H 5.4547 -1.0912 0.7525
H 4.1310 1.2817 -0.9092
H 5.6590 3.1446 -0.4324
H 6.1910 3.7307 1.9200
H 5.3029 2.4141 3.7474
H 3.7629 0.5021 3.3096
S -4.0638 -3.3472 -0.2140
P -3.2990 -2.8615 1.5452
S -1.8424 -1.4157 1.7404
C -2.7192 -4.3529 2.3721
C -3.6658 -5.3044 2.6901
C -3.2782 -6.4829 3.2992
C -1.9486 -6.6860 3.6268
C -1.0060 -5.7193 3.3251
C -1.3873 -4.5302 2.7131
C -4.5492 -2.1020 2.6157
C -5.7854 -1.7656 2.0978
C -6.6460 -1.0291 2.8855
C -6.2846 -0.6458 4.1587
C -5.0601 -1.0475 4.6895
C -4.1948 -1.7928 3.9165
H -4.7004 -5.1150 2.4294
H -4.0179 -7.2353 3.5382
H -1.6115 -7.6078 4.1002
H 0.0282 -5.8808 3.5945
H -0.6635 -3.7430 2.5268
H -6.0314 -2.1274 1.1047
H -7.6065 -0.7533 2.4778
H -6.9619 -0.0431 4.7558
H -4.7667 -0.7634 5.6960
H -3.2420 -2.1085 4.3025
S 4.2664 4.2941 -6.3799
C 3.3355 3.3453 -5.3644
S 4.0369 2.2705 -4.1453
C 2.4007 1.7978 -3.5522
N 1.4867 2.4655 -4.2371
N 1.9785 3.2643 -5.2395
C 1.0358 4.0235 -6.0094
C -0.1976 4.2845 -5.4115
C -1.1698 4.9976 -6.0944
C -0.9468 5.3787 -7.4005
C 0.2607 5.0888 -8.0288
C 1.2397 4.3856 -7.3502
S 2.1050 0.7156 -2.3557
H -0.3653 3.8607 -4.4339
H -2.1111 5.1934 -5.6117
H -1.7234 5.9172 -7.9389
H 0.4039 5.4094 -9.0448
H 2.1627 4.1011 -7.8600
*
```

Values from the calculation:
HOMO level	-2.571	eV
HOMO-LUMO gap	6.44	eV
M	1105.93	g mol⁻¹

Results of the Mulliken charge analysis, in e, for atoms 1 through 8: number 1, In, carries 0.65; number 2, O, carries -0.70; number 3, C, carries -1.06; number 4, C, carries 2.04; number 5, C, carries -0.97; number 6, O, carries -0.60; number 7, C, carries -1.64; number 8, Se, carries -0.34

***

The following is a quantum chemistry calculation of C40H44BeN4S as an isolated structure in a non-equilibrium geometry, from OMol25.

ORCA input file:
```
! wB97M-V def2-TZVPD RIJCOSX def2/J DEFGRID3
* xyz -2 1
Be 0.0592 -0.4410 -0.1885
N -1.4196 -1.9381 0.7869
N -0.5164 -3.1073 -1.7670
C 1.0332 2.2537 -0.7131
C 1.6968 1.0259 -0.5243
C 1.3153 0.5026 0.7895
C 2.1179 -0.4945 1.5467
H 2.4563 -1.3090 0.8908
H 1.5151 -0.9677 2.3306
H 3.0063 -0.0428 2.0221
C 0.4726 1.5310 1.3953
C 0.1218 1.5998 2.8302
H 0.9777 1.9313 3.4439
H -0.1758 0.6181 3.2223
H -0.6985 2.3086 3.0110
C 0.2653 2.5413 0.4453
C -0.4444 3.8226 0.6822
H -1.2202 3.7163 1.4481
H -0.9011 4.2044 -0.2415
H 0.2674 4.5850 1.0336
C 2.8119 0.4795 -1.3345
H 3.7795 0.5473 -0.8039
H 2.9106 1.0119 -2.2895
H 2.6503 -0.5842 -1.5618
C 1.2439 3.2159 -1.8224
H 0.3605 3.2766 -2.4738
H 2.0941 2.9283 -2.4493
H 1.4376 4.2263 -1.4316
C -2.5821 -1.9232 1.5774
H -3.2421 -1.0542 1.4921
C -2.7973 -2.8786 2.5504
H -3.6329 -2.7594 3.2304
C -1.9670 -4.0053 2.6424
H -2.0368 -4.7022 3.4736
C -1.1282 -4.2312 1.5787
H -0.5650 -5.1613 1.5056
C -1.0740 -3.3305 0.4650
C -0.9369 -3.9638 -0.7665
H -1.0831 -5.0189 -0.9722
C -0.1689 -1.7665 -1.6202
C -0.4863 -3.5205 -3.0968
H -0.6429 -4.5513 -3.3611
C -0.2360 -2.4456 -3.8312
H -0.1620 -2.3343 -4.8908
N -0.1160 -1.3603 -2.9598
C -0.0763 -0.0488 -3.5231
C 0.9489 0.2753 -4.4323
C 0.8714 1.4611 -5.1765
H 1.6792 1.6972 -5.8756
C -0.2226 2.3327 -5.0612
C -0.3907 3.5731 -5.9072
H -0.4669 4.4761 -5.2770
H -1.3149 3.5274 -6.5072
H 0.4523 3.6931 -6.6022
C -1.1839 2.0442 -4.0805
H -2.0080 2.7289 -3.8823
C -1.1549 0.8357 -3.3709
C -2.3116 0.5015 -2.5098
H -2.8458 -0.4153 -2.7946
H -3.0069 1.3453 -2.4629
H -1.9820 0.3384 -1.4856
C 2.1347 -0.6079 -4.6374
H 1.8654 -1.6082 -4.9952
H 2.7321 -0.7264 -3.7249
H 2.7774 -0.1363 -5.3926
N -1.4850 -0.7631 -0.0254
S 1.0343 -2.5415 4.5599
C 0.4643 -1.0927 5.3689
C -0.9084 -0.8120 5.4668
C -1.3278 0.3633 6.0934
C -0.3866 1.2532 6.6181
C 0.9801 0.9777 6.5164
C 1.4099 -0.1860 5.8823
C 0.4922 -3.8513 5.6093
C 0.3359 -3.6789 6.9909
C -0.0814 -4.7541 7.7813
C -0.3474 -5.9953 7.1964
C -0.1817 -6.1735 5.8180
C 0.2612 -5.1132 5.0288
H -1.9014 -0.0314 0.5744
H -1.6154 -1.5314 5.0560
H -2.3951 0.5773 6.1735
H -0.7197 2.1675 7.1142
H 1.7194 1.6630 6.9336
H 2.4655 -0.4366 5.7807
H 0.5377 -2.7021 7.4256
H -0.1970 -4.6129 8.8564
H -0.6800 -6.8310 7.8164
H -0.3929 -7.1356 5.3509
H 0.4229 -5.2285 3.9581
*
```

Values from the calculation:
HOMO level (alpha / beta)	0.852 / 2.764	eV
HOMO-LUMO gap (alpha / beta)	2.87 / 1.06	eV
energy relative to the best compared isomer or geometry (same formula, charge and spin)	0.0	kJ/mol
M	621.90	g mol⁻¹

Results of the Mulliken charge analysis, in e, for atoms 1 through 8: number 1, Be, carries -1.45; number 2, N, carries 0.60; number 3, N, carries 0.59; number 4, C, carries 1.07; number 5, C, carries -0.01; number 6, C, carries 3.69; number 7, C, carries -1.54; number 8, H, carries 0.41

***

The following is a quantum chemistry calculation of C40H44CoFO3P3 as an isolated structure, from OMol25.

ORCA input file:
```
! wB97M-V def2-TZVPD RIJCOSX def2/J DEFGRID3
* xyz 1 5
Co 0.7449 -0.2726 -0.6778
O 3.5721 -0.8619 1.7639
C 2.3621 -0.7608 1.7575
O 1.6190 -1.1707 0.7679
C 1.6612 -0.1022 2.9318
C 2.3994 -0.0405 4.1120
C 1.8957 0.5744 5.2448
C 0.6457 1.1730 5.1983
C -0.0903 1.1289 4.0263
C 0.3901 0.4797 2.8889
P -0.6929 0.3853 1.4193
C -1.6457 1.9373 1.4825
C -1.0752 3.0159 0.8098
C -1.6718 4.2658 0.8132
C -2.8798 4.4534 1.4678
C -3.4783 3.3817 2.1169
C -2.8635 2.1394 2.1301
C -1.8060 -0.9817 1.8665
C -2.5808 -1.0132 3.0278
C -3.3553 -2.1170 3.3353
C -3.3489 -3.2275 2.5004
C -2.5561 -3.2290 1.3649
C -1.7961 -2.1099 1.0518
H 3.3853 -0.4830 4.1107
H 2.4802 0.5999 6.1537
H 0.2473 1.6758 6.0685
H -1.0508 1.6275 3.9993
H -0.1604 2.8765 0.2545
H -1.1971 5.0857 0.2892
H -3.3591 5.4212 1.4630
H -4.4269 3.5119 2.6183
H -3.3619 1.3220 2.6329
H -2.5489 -0.1920 3.7340
H -3.9502 -2.1202 4.2382
H -3.9446 -4.0950 2.7478
H -2.5120 -4.1022 0.7291
H -1.1639 -2.1463 0.1721
C -2.6984 -0.9729 -2.0519
P -1.1759 0.0032 -2.1900
C -1.7803 1.7036 -2.3612
C -0.5251 -0.4244 -3.8541
C 0.9331 0.0130 -4.0368
P 2.0245 -0.7486 -2.7729
C 2.3658 -2.3954 -3.4578
C 3.6040 0.1200 -2.9531
H -3.3489 -0.7705 -2.9044
H -3.2237 -0.7185 -1.1320
H -2.4687 -2.0373 -2.0168
H -2.4401 1.7874 -3.2272
H -0.9502 2.3974 -2.4673
H -2.3298 1.9842 -1.4645
H -1.1697 0.0203 -4.6193
H -0.6144 -1.5097 -3.9649
H 1.0234 1.0993 -3.9393
H 1.2931 -0.2498 -5.0366
H 2.9424 -2.3016 -4.3790
H 1.4371 -2.9202 -3.6749
H 2.9207 -2.9985 -2.7420
H 3.9549 0.0713 -3.9865
H 4.3491 -0.3385 -2.3036
H 3.4915 1.1623 -2.6615
F -2.0784 -8.5723 0.0125
C -1.3816 -7.4425 -0.1977
C -0.3792 -7.1000 0.6965
C 0.3273 -5.9357 0.4827
C 0.0454 -5.1000 -0.6213
C 0.7344 -3.8862 -0.8042
C -0.9753 -5.5044 -1.5090
C -1.6913 -6.6656 -1.3034
H -0.1710 -7.7448 1.5377
H 1.1050 -5.6467 1.1769
H 0.4466 -3.2405 -1.6243
H 1.4988 -3.5365 -0.1300
H -1.2052 -4.8862 -2.3689
H -2.4750 -6.9822 -1.9754
C 3.0781 2.2720 0.7897
C 2.1624 2.6053 -0.3405
O 1.5511 1.7184 -0.9467
C 1.9413 4.0177 -0.7351
C 1.3158 4.3073 -1.9475
C 1.0585 5.6197 -2.2972
C 1.4109 6.6474 -1.4293
C 2.0320 6.3698 -0.2209
C 2.3098 5.0549 0.1215
H 3.3355 1.2158 0.7852
H 2.5792 2.5106 1.7342
H 3.9828 2.8762 0.7453
H 1.0555 3.4956 -2.6123
H 0.5858 5.8450 -3.2420
H 1.2030 7.6725 -1.7019
H 2.3019 7.1713 0.4501
H 2.7947 4.8383 1.0616
*
```

Values from the calculation:
HOMO level (alpha / beta)	-9.300 / -11.126	eV
HOMO-LUMO gap (alpha / beta)	6.36 / 8.14	eV
energy relative to the best compared isomer or geometry (same formula, charge and spin)	0.0	kJ/mol
M	743.64	g mol⁻¹
expectation value of S²	6.05

Results of the Mulliken charge analysis, in e, for atoms 1 through 8: number 1, Co, carries 2.13; number 2, O, carries -0.72; number 3, C, carries -0.67; number 4, O, carries -0.40; number 5, C, carries 0.58; number 6, C, carries -1.06; number 7, C, carries -0.77; number 8, C, carries -0.78

***

The following is a quantum chemistry calculation of C40H44F9N5O5PS2Y as an isolated structure in a non-equilibrium geometry, from OMol25.

ORCA input file:
```
! wB97M-V def2-TZVPD RIJCOSX def2/J DEFGRID3
* xyz 2 1
Y -0.9627 0.3499 0.1786
C -4.0737 1.8913 0.5165
O -3.5134 0.6287 0.1422
C -4.1025 0.1400 -1.0582
C -3.6364 -1.2828 -1.2482
O -2.2027 -1.3443 -1.2565
C -1.5708 -1.7512 -2.4766
C -0.9097 -0.5882 -3.1819
O 0.0572 -0.0290 -2.3015
C 0.8564 0.9510 -2.9625
H -3.7914 2.6648 -0.2040
H -3.6901 2.1366 1.5012
H -5.1613 1.8127 0.5581
H -3.8062 0.7750 -1.9007
H -5.1918 0.1515 -0.9685
H -4.0471 -1.6849 -2.1739
H -3.9791 -1.8907 -0.4088
H -2.2883 -2.2324 -3.1409
H -0.7985 -2.4700 -2.2051
H -1.6451 0.1755 -3.4593
H -0.4154 -0.9588 -4.0854
H 1.4037 0.4957 -3.7894
H 1.5696 1.3336 -2.2327
H 0.2392 1.7714 -3.3366
S -1.3722 1.5114 2.7433
C -1.6191 -0.1545 2.9660
N -1.5812 -0.9615 1.9116
C -1.7572 -2.2899 2.2881
C -1.7838 -3.3880 1.4351
C -1.8844 -4.6563 1.9780
C -1.9823 -4.8387 3.3572
C -2.0034 -3.7533 4.2163
C -1.8916 -2.4834 3.6686
S -1.8522 -0.9400 4.4870
H -1.7372 -3.2238 0.3676
H -1.8847 -5.5211 1.3272
H -2.0612 -5.8396 3.7592
H -2.0993 -3.8872 5.2856
N 0.4870 2.5764 0.4641
C -0.3594 3.6992 -0.0313
C 0.4989 4.9777 -0.0676
C -0.0116 6.4069 -0.4013
C -1.4253 6.8461 0.0133
N -2.3998 6.4872 -1.0059
C -3.4766 7.1439 -1.3779
N -4.1916 6.6559 -2.4038
N -3.8944 8.2455 -0.7505
C -1.0344 3.1586 -1.3148
O -1.1827 3.8574 -2.3215
O -1.4527 1.9601 -1.2139
H 0.6894 2.7435 1.4454
H 1.3793 2.6411 -0.0231
H -1.1652 3.8153 0.7024
H 1.3401 4.7818 -0.7377
H 0.9146 5.0428 0.9411
H 0.1074 6.6123 -1.4655
H 0.6732 7.0737 0.1217
H -1.4181 7.9310 0.1308
H -1.7108 6.4093 0.9747
H -2.1267 5.6808 -1.5892
H -3.8218 5.8791 -2.9294
H -4.9607 7.1680 -2.7971
H -3.3940 8.6128 0.0388
H -4.7025 8.7478 -1.0730
F 1.3215 -8.5296 -0.8101
C 2.3225 -7.8065 -0.2898
F 2.5756 -8.2799 0.9419
F 3.4170 -8.0208 -1.0363
C 1.9870 -6.3371 -0.2338
C 2.9059 -5.4695 0.3467
C 2.6181 -4.1209 0.4189
C 1.4045 -3.6307 -0.0695
C 0.5060 -4.5079 -0.6604
C 0.7936 -5.8635 -0.7473
P 1.1338 -1.8091 -0.0148
C 1.6080 -1.3865 1.7035
C 1.4667 -2.2850 2.7568
C 1.6075 -1.8533 4.0671
C 1.8694 -0.5175 4.3287
C 2.0325 0.3883 3.2912
C 1.8904 -0.0459 1.9851
C 1.9696 -0.0127 5.7457
F 1.2517 1.1172 5.8963
F 3.2406 0.2763 6.0692
F 1.5110 -0.9082 6.6280
C 2.5918 -1.3708 -1.0527
C 2.5471 -1.8370 -2.3674
C 3.5726 -1.5573 -3.2518
C 4.6463 -0.7872 -2.8259
C 4.7175 -0.3398 -1.5165
C 3.6914 -0.6335 -0.6286
C 5.7660 -0.4412 -3.7743
F 5.4141 -0.6444 -5.0527
F 6.8606 -1.1750 -3.5275
F 6.1119 0.8547 -3.6472
H 3.8397 -5.8570 0.7330
H 3.3408 -3.4438 0.8569
H -0.4374 -4.1573 -1.0563
H 0.0946 -6.5488 -1.2059
H 1.2282 -3.3228 2.5636
H 1.4989 -2.5532 4.8845
H 2.2542 1.4238 3.5150
H 2.0335 0.6557 1.1693
H 1.7077 -2.4389 -2.6979
H 3.5457 -1.9292 -4.2671
H 5.5744 0.2355 -1.1908
H 3.7756 -0.3037 0.3977
*
```

Values from the calculation:
HOMO level	-12.468	eV
HOMO-LUMO gap	8.25	eV
energy relative to the best compared isomer or geometry (same formula, charge and spin)	113.0	kJ/mol
M	1029.82	g mol⁻¹

Results of the Mulliken charge analysis, in e, for atoms 1 through 8: number 1, Y, carries -0.43; number 2, C, carries -0.93; number 3, O, carries 0.03; number 4, C, carries -0.61; number 5, C, carries -0.75; number 6, O, carries 0.53; number 7, C, carries -0.23; number 8, C, carries -0.91

***

> Number 2 is which compound?

C40H43InN3O3PS5Se2Si